(1)
# C5H14N

An isolated ion of composition C5H14N and charge +2 (ωB97M-V/def2-TZVPD, the OMol25 dataset).

```
20
C5H14N (ωB97M-V/def2-TZVPD)
C -1.326 -0.595 -1.037
C 0.141 -0.030 -1.037
C 0.679 0.252 0.370
C 2.212 0.531 0.303
C -0.194 1.316 0.911
N -1.564 -1.612 0.195
H -1.561 -1.129 -1.974
H -2.041 0.185 -0.899
H 0.165 0.863 -1.729
H 0.930 -0.546 -1.741
H 0.717 -0.838 0.949
H 2.333 1.599 0.050
H 2.706 -0.043 -0.542
H 2.892 0.384 1.261
H 0.318 2.177 1.468
H -0.848 1.764 0.225
H -0.827 1.089 1.909
H -2.415 -1.327 0.663
H -1.599 -2.515 -0.130
H -0.717 -1.526 0.787
```

Its HOMO-LUMO gap (alpha / beta) is 13.2 / 6.0 eV. The spin multiplicity is 2. The LUMO energy (alpha / beta) comes out at -7.70 / -14.74 eV. Its expectation value of S² is 0.75. The energy relative to the best compared isomer or geometry (same formula, charge and spin) comes out at 2.921 eV. Its total charge is +2.

(2)
# C69H154N6O11

A 11-piece molecular cluster, C69H154N6O11 overall (ωB97M-V/def2-TZVPD, the OMol25 dataset).

```
240
C69H154N6O11 (ωB97M-V/def2-TZVPD)
C -0.878 -1.597 7.364
C -1.825 -0.869 6.419
C -2.167 -1.764 5.168
C -3.232 -0.488 7.050
C -3.321 0.722 7.979
C -2.805 1.904 7.105
C -1.369 1.724 6.582
C -1.243 2.886 5.589
C -0.344 2.014 7.722
N -1.159 0.378 5.956
O 0.094 0.223 5.434
H -1.362 -2.371 7.960
H 0.010 -2.100 6.982
H -0.444 -0.937 8.114
H -2.914 -2.552 5.261
H -2.692 -1.145 4.440
H -1.279 -2.105 4.635
H -4.055 -0.384 6.343
H -3.573 -1.274 7.724
H -4.334 0.800 8.373
H -2.764 0.569 8.903
H -2.667 2.772 7.749
H -3.476 2.124 6.275
H -1.535 3.836 6.036
H -1.771 2.723 4.649
H -0.234 2.968 5.185
H -0.377 1.163 8.402
H -0.553 2.869 8.365
H 0.642 2.133 7.272
H -0.007 0.218 4.479
C -2.441 -1.871 -3.342
C -3.271 -3.212 -3.558
C -4.338 -3.377 -2.430
C -4.051 -3.113 -4.899
C -3.245 -3.239 -6.196
C -2.555 -4.632 -6.168
C -1.732 -4.947 -4.813
C -1.651 -6.514 -4.742
C -0.358 -4.276 -4.897
N -2.456 -4.444 -3.583
O -1.752 -4.494 -2.444
H -3.136 -1.040 -3.462
H -2.039 -1.931 -2.331
H -1.666 -1.820 -4.106
H -4.858 -4.319 -2.603
H -3.820 -3.533 -1.484
H -4.852 -2.417 -2.378
H -4.865 -3.838 -4.858
H -4.466 -2.107 -4.959
H -3.967 -3.172 -7.010
H -2.588 -2.379 -6.320
H -1.958 -4.654 -7.080
H -3.292 -5.408 -6.375
H -1.536 -6.929 -5.743
H -2.561 -6.907 -4.289
H -0.857 -6.882 -4.092
H 0.341 -4.717 -4.186
H -0.347 -3.199 -4.729
H 0.076 -4.310 -5.897
H -1.469 -3.579 -2.385
C 1.534 -1.914 -1.890
C 1.217 -0.734 -0.941
C 2.482 -0.359 -0.147
C 0.680 0.359 -1.827
C -0.105 1.461 -1.118
C -1.243 0.824 -0.208
C -0.728 -0.303 0.723
C -0.098 0.195 1.975
C -1.949 -1.123 1.023
N 0.164 -1.238 -0.006
O 0.526 -2.425 0.664
H 1.931 -2.846 -1.488
H 0.659 -2.228 -2.460
H 2.194 -1.578 -2.690
H 2.311 0.591 0.359
H 2.783 -1.116 0.577
H 3.367 -0.184 -0.760
H 1.450 0.964 -2.307
H 0.034 -0.083 -2.585
H 0.526 2.081 -0.482
H -0.474 2.194 -1.835
H -2.126 0.621 -0.813
H -1.481 1.593 0.527
H 0.838 0.751 1.910
H 0.206 -0.638 2.608
H -0.746 0.724 2.675
H -2.244 -1.625 0.102
H -2.773 -0.453 1.270
H -1.903 -1.907 1.778
H 0.083 -3.138 0.198
C 2.023 -7.408 -1.063
C 1.049 -6.920 -0.004
C 1.027 -5.381 -0.159
C -0.378 -7.425 -0.232
C -0.659 -8.837 0.397
C -0.101 -8.993 1.837
C 1.365 -8.601 2.009
C 1.528 -8.290 3.529
C 2.391 -9.681 1.639
N 1.565 -7.251 1.375
O 2.855 -6.706 1.669
H 3.041 -7.154 -0.767
H 2.019 -8.471 -1.304
H 1.871 -6.804 -1.957
H 0.599 -4.964 0.752
H 2.046 -4.998 -0.217
H 0.419 -5.083 -1.013
H -1.113 -6.659 0.014
H -0.514 -7.509 -1.310
H -1.719 -9.082 0.330
H -0.253 -9.623 -0.240
H -0.309 -10.055 1.973
H -0.727 -8.439 2.537
H 2.546 -8.261 3.919
H 1.099 -9.078 4.148
H 1.021 -7.391 3.879
H 2.346 -9.871 0.566
H 2.193 -10.585 2.214
H 3.392 -9.327 1.884
H 2.738 -6.105 2.408
C 1.843 3.595 1.560
C 1.465 5.151 1.414
C 0.544 5.594 2.638
C 2.788 5.790 1.539
C 2.767 7.279 1.100
C 2.180 7.365 -0.351
C 0.784 6.654 -0.504
C -0.292 7.589 0.135
C 0.552 6.544 -2.042
N 0.918 5.288 0.064
O -0.271 4.653 -0.041
H 2.432 3.082 0.799
H 2.230 3.337 2.546
H 0.840 3.174 1.489
H -0.497 5.663 2.324
H 0.588 4.962 3.525
H 0.728 6.646 2.857
H 3.128 5.582 2.554
H 3.583 5.360 0.930
H 2.214 7.872 1.828
H 3.840 7.472 1.125
H 3.003 7.052 -0.994
H 2.010 8.415 -0.587
H -0.634 8.413 -0.491
H 0.161 8.051 1.012
H -1.214 7.049 0.351
H 1.367 5.885 -2.342
H 0.571 7.514 -2.538
H -0.406 6.050 -2.200
H -0.085 3.945 -0.662
C 5.267 2.939 -0.480
C 5.059 3.349 -1.949
C 4.180 2.416 -2.721
C 4.598 4.848 -1.913
C 5.683 5.916 -1.765
C 6.704 5.767 -2.813
C 7.394 4.404 -2.694
C 8.278 4.340 -3.951
C 8.302 4.427 -1.420
N 6.395 3.294 -2.678
O 6.973 2.021 -2.833
H 4.300 2.702 -0.037
H 5.885 2.140 -0.070
H 5.429 3.818 0.145
H 4.210 1.393 -2.345
H 3.153 2.733 -2.537
H 4.495 2.279 -3.755
H 4.130 5.025 -2.882
H 3.911 4.988 -1.079
H 5.193 6.882 -1.889
H 6.219 5.897 -0.816
H 7.302 6.636 -2.537
H 6.283 5.848 -3.816
H 7.683 4.172 -4.849
H 9.108 3.634 -3.933
H 8.741 5.303 -4.162
H 8.964 5.293 -1.400
H 8.743 3.440 -1.282
H 7.682 4.530 -0.530
H 7.231 1.992 -3.758
C -4.794 1.624 3.958
C -5.000 0.546 2.936
C -6.171 -0.396 2.993
O -4.998 1.289 1.684
H -3.767 1.982 3.880
H -4.876 1.138 4.930
H -5.560 2.399 3.955
H -4.147 -0.132 2.946
H -6.115 -1.038 2.114
H -7.160 0.052 2.900
H -6.162 -1.071 3.849
H -4.903 0.564 1.063
C -4.390 0.817 -5.241
C -4.367 1.797 -4.100
C -5.578 2.692 -4.106
O -4.242 1.074 -2.894
H -5.247 0.143 -5.225
H -3.515 0.169 -5.305
H -4.394 1.341 -6.196
H -3.436 2.328 -4.299
H -5.923 3.135 -3.172
H -6.413 2.233 -4.636
H -5.338 3.596 -4.667
H -4.118 1.710 -2.186
C -5.188 4.689 -0.453
C -3.850 3.890 -0.395
C -3.143 4.255 0.868
O -4.126 2.509 -0.494
H -5.424 4.813 -1.510
H -5.099 5.685 -0.021
H -6.014 4.219 0.081
H -3.141 4.191 -1.167
H -3.811 4.177 1.726
H -2.823 5.295 0.928
H -2.199 3.713 0.833
H -4.466 2.168 0.337
C 2.084 -4.220 5.188
C 2.007 -3.406 3.957
C 2.981 -2.249 3.940
O 2.206 -4.290 2.887
H 1.182 -4.827 5.266
H 2.191 -3.621 6.093
H 2.901 -4.939 5.128
H 1.007 -2.999 3.808
H 3.979 -2.687 3.940
H 2.823 -1.775 4.908
H 2.797 -1.561 3.115
H 2.015 -3.822 2.071
C 0.768 -0.609 -6.324
C 0.474 0.741 -6.912
C -0.593 1.523 -6.157
O 1.677 1.493 -6.936
H -0.215 -1.079 -6.320
H 1.271 -0.405 -5.379
H 1.506 -1.078 -6.976
H 0.158 0.656 -7.951
H -0.528 1.401 -5.076
H -1.566 1.131 -6.454
H -0.550 2.589 -6.380
H 1.561 2.301 -7.441
```

Its HOMO-LUMO gap is 8.1 eV. The LUMO energy comes out at 0.47 eV. The energy relative to the best compared isomer or geometry (same formula, charge and spin) comes out at 5.187 eV. The SMILES is CC1(C)CCCC(C)(C)N1O.CC1(C)CCCC(C)(C)N1O.CC1(C)CCCC(C)(C)N1O.CC1(C)CCCC(C)(C)N1O.CC1(C)CCCC(C)(C)N1O.CC1(C)CCCC(C)(C)N1O.CC(C)O.CC(C)O.CC(C)O.CC(C)O.CC(C)O.

(3)
# C3H5NO2

C3H5NO2 as an isolated structure (ωB97M-V/def2-TZVPD, the OMol25 dataset).

```
11
C3H5NO2 (ωB97M-V/def2-TZVPD)
O 2.339 0.102 0.651
C 1.183 0.159 0.306
N 0.466 -1.102 -0.333
C -0.701 -0.571 0.043
C -0.758 0.831 -0.495
O 0.597 1.189 -0.483
H 0.738 -1.974 0.109
H -1.589 -1.138 0.329
H 0.241 0.206 1.301
H -1.392 1.497 0.102
H -1.124 0.801 -1.530
```

Its HOMO-LUMO gap is 8.3 eV. The LUMO energy comes out at -0.64 eV. The energy relative to the best compared isomer or geometry (same formula, charge and spin) comes out at 4.652 eV.

(4)
# C28H44BBrCaF13ILiMgN3O13PS2

C28H44BBrCaF13ILiMgN3O13PS2 as an isolated structure (ωB97M-V/def2-TZVPD, the OMol25 dataset).

```
110
C28H44BBrCaF13ILiMgN3O13PS2 (ωB97M-V/def2-TZVPD)
C 0.541 2.398 3.925
C 0.183 0.895 3.490
C 0.684 0.451 2.078
I 2.749 1.241 1.911
C -0.191 0.873 0.841
C 0.244 2.295 0.514
N 0.600 3.358 0.305
C 0.098 -0.125 -0.327
C 1.254 0.202 -1.320
C 0.876 0.513 -2.791
F -0.492 0.348 -3.105
F 1.519 -0.388 -3.651
C 1.209 1.966 -3.261
F 0.652 2.148 -4.468
F 0.522 2.769 -2.423
C 2.718 2.369 -3.157
F 2.863 3.118 -2.052
F 3.490 1.274 -2.896
C 3.367 3.027 -4.419
F 3.113 2.359 -5.543
F 4.697 2.889 -4.245
S 3.059 4.854 -4.697
F 4.028 5.204 -3.490
F 1.751 4.870 -3.788
F 2.110 4.550 -5.957
F 4.289 4.859 -5.727
F 2.877 6.409 -4.948
C -1.730 1.037 1.153
C -2.040 2.261 1.965
N -2.204 3.116 2.705
B -2.606 1.386 -0.175
C -4.218 1.465 -0.135
O -1.971 1.655 -1.362
P -2.455 -0.550 1.881
O -3.151 -1.300 0.555
Br -4.069 0.112 3.290
H 1.519 2.430 4.512
H 0.525 3.128 3.112
H -0.217 2.696 4.665
H 0.693 0.191 4.249
H -0.888 0.767 3.673
H 0.855 -0.631 2.166
H 0.379 -1.080 0.153
H -0.816 -0.431 -0.864
H 1.923 -0.675 -1.375
H 1.938 1.008 -1.011
H -4.549 2.438 0.268
H -4.643 1.387 -1.156
H -4.682 0.695 0.493
H -2.579 1.953 -2.047
H -2.685 -2.149 0.484
Li -4.040 0.874 -2.624
O -3.047 0.856 -4.346
H -2.280 1.124 -4.854
Ca -0.886 -1.757 -3.300
C 6.480 3.352 -0.149
C 6.667 2.364 0.972
O 5.757 1.649 1.344
C 8.027 2.297 1.612
H 5.456 3.294 -0.517
H 6.667 4.364 0.211
H 7.162 3.119 -0.968
H 8.280 3.264 2.049
H 8.775 2.019 0.869
H 8.020 1.547 2.401
C -2.000 -2.788 7.765
C -0.726 -2.268 8.433
C 0.094 -1.541 7.357
S -1.093 -0.932 6.161
O -0.870 -1.611 4.897
O -1.150 0.517 6.236
C -2.540 -1.624 6.937
H -2.726 -3.129 8.499
H -1.758 -3.630 7.113
H -0.991 -1.570 9.229
H -0.153 -3.075 8.885
H 0.653 -0.702 7.768
H 0.771 -2.221 6.841
H -3.257 -1.929 6.176
H -2.975 -0.853 7.574
C -5.441 0.362 -7.473
C -5.567 1.553 -6.492
O -5.477 1.131 -5.283
H -6.220 -0.383 -7.313
H -5.534 0.720 -8.502
H -4.466 -0.114 -7.364
H -6.566 2.054 -6.801
H -4.831 2.317 -6.822
C -0.830 -5.427 10.672
O -1.805 -4.656 10.196
H -0.651 -5.384 11.765
H -0.930 -6.520 10.483
H 0.197 -5.225 10.263
N -8.924 2.388 -8.116
O -9.852 2.853 -8.755
O -7.853 3.071 -8.014
O -8.990 1.285 -7.570
Mg 2.325 0.982 4.715
O 0.197 -5.402 -2.261
C 1.152 -5.833 -2.848
O 1.594 -5.308 -4.014
C 2.683 -6.106 -4.526
C 3.240 -6.836 -3.317
C 1.997 -7.023 -2.454
H 2.287 -6.789 -5.280
H 3.419 -5.456 -4.995
H 3.746 -7.765 -3.572
H 3.956 -6.197 -2.795
H 1.456 -7.936 -2.707
H 2.227 -7.000 -1.393
```

Its HOMO-LUMO gap is 1.2 eV. The LUMO energy comes out at -6.28 eV. Its total charge is +1.

(5)
# C7H16N2O

A 2-piece molecular cluster, C7H16N2O overall (ωB97M-V/def2-TZVPD, the OMol25 dataset).

```
26
C7H16N2O (ωB97M-V/def2-TZVPD)
C -2.631 1.385 -0.242
C -1.729 0.248 0.246
C -2.213 -1.087 -0.322
C -0.271 0.595 -0.095
C 0.852 -0.313 0.469
C 0.672 -0.594 1.966
N 0.911 -1.571 -0.254
C 2.137 0.452 0.288
N 3.151 1.025 0.326
H -3.681 1.188 0.015
H -2.346 2.347 0.209
H -2.567 1.490 -1.337
H -1.824 0.207 1.343
H -2.086 -1.109 -1.417
H -1.661 -1.936 0.095
H -3.283 -1.224 -0.105
H -0.157 0.630 -1.191
H -0.080 1.614 0.272
H -0.223 -1.212 2.105
H 1.536 -1.143 2.363
H 0.556 0.339 2.533
H 1.001 -1.428 -1.260
H 1.669 -2.164 0.071
O 4.082 0.857 -2.407
H 4.278 1.428 -1.609
H 3.908 -0.025 -2.063
```

Its HOMO-LUMO gap is 10.9 eV. The LUMO energy comes out at 0.67 eV. The energy relative to the best compared isomer or geometry (same formula, charge and spin) comes out at 1.072 eV. The SMILES is CC(C)C[C@@](C)(N)C#N.O.

(6)
# C13H13ClO4

C13H13ClO4 as an isolated structure (ωB97M-V/def2-TZVPD, the OMol25 dataset).

```
31
C13H13ClO4 (ωB97M-V/def2-TZVPD)
O -0.109 3.112 3.623
C 0.339 3.591 2.580
O -0.113 4.719 1.941
H 0.293 5.061 1.281
C 1.417 3.209 2.017
H 1.992 2.371 2.753
H 2.424 3.934 2.223
C 1.326 2.782 0.513
C 0.126 1.899 0.468
O -0.802 2.000 -0.244
C 0.322 0.696 1.380
H -0.343 1.080 2.303
C -0.791 -0.551 0.823
C 0.259 -0.984 -0.498
O 1.095 -0.314 -0.861
C -0.318 -2.106 -1.115
C 0.198 -2.557 -2.299
C -0.141 -3.524 -3.098
C -1.284 -4.206 -2.988
C -1.892 -3.847 -1.623
C -1.590 -2.696 -0.923
H -1.906 -2.481 0.090
H -2.778 -4.354 -1.442
Cl -1.736 -5.501 -3.698
H 0.365 -3.620 -4.339
H 1.191 -1.983 -2.737
H -0.798 -1.448 1.580
H -1.484 -0.226 0.370
H 1.217 0.331 1.844
H 2.237 2.041 0.277
H 1.283 3.572 -0.202
```

Its HOMO-LUMO gap is 8.9 eV. The LUMO energy comes out at -0.34 eV.

Going through the records in order, we get max |F| values of 4.39, 4.41, 0.45, 3.47, 1.96, 17.75 eV Å⁻¹.
Going through the records in order, we get calculated total energy values of -252.80329, -3877.14324, -322.40336, -8452.58863, -461.06446, -1263.98455 a.u..